Record 1
18
Properties=species:S:1:pos:R:3:forces:R:3:mulliken_charge:R:1 method="wB97M-V/def2-TZVPD" relative_energy_kcal_mol=55.44 charge=+1 s2=0.7610 multiplicity=2 lumo_energy_ev="-4.755 / -8.115" gap_ev="9.80 / 6.31"
O 0.5231 -0.5551 -2.8391 -0.251 -0.103 0.339 -0.58
N -1.9771 -0.0706 1.0125 1.249 1.972 -1.176 -0.38
C 2.2507 -0.6269 1.3725 -0.218 -0.125 -0.331 -1.27
C 0.8583 -0.4991 0.8208 -0.445 1.251 -0.855 -0.04
C 0.2684 0.6008 0.2727 -0.576 -0.723 1.103 -0.47
C -1.8013 0.8979 -1.1727 -0.668 0.645 -0.197 -0.92
C -1.2220 0.5935 0.0449 1.125 -1.980 1.327 0.90
H 0.1651 0.3334 -2.7857 0.318 0.074 -0.343 0.28
H 0.1770 -0.9776 -2.0418 0.234 -0.163 -0.235 0.35
H 2.3506 -1.6046 1.8526 0.165 0.412 0.140 0.32
H -1.3403 -0.4808 1.6755 -0.242 0.014 0.668 0.29
H -1.2103 1.2563 -1.9982 -0.091 0.331 0.110 0.35
H 2.5130 0.2120 2.0182 -0.366 -0.174 0.411 0.34
H 3.0372 -0.5419 0.6209 -0.257 -0.298 -0.451 0.33
H -2.6692 0.5381 1.4475 -0.706 -0.696 -0.234 0.34
H -2.8544 0.7042 -1.3401 0.047 0.017 -0.013 0.31
H 0.7529 1.5709 0.2523 0.098 0.016 -0.562 0.37
H 0.1785 -1.3503 0.7872 0.584 -0.471 0.299 0.46


Record 2
18
Properties=species:S:1:pos:R:3:forces:R:3:mulliken_charge:R:1 method="wB97M-V/def2-TZVPD" relative_energy_kcal_mol=77.59 charge=+1 s2=0.7596 multiplicity=2 lumo_energy_ev="-5.198 / -9.058" gap_ev="8.43 / 4.52"
O 2.6957 -0.3093 1.1112 -0.363 0.592 -0.329 -0.49
N -1.5695 1.0823 -0.4765 1.028 -2.251 -2.979 0.10
C 0.3433 -0.9455 0.8073 -0.309 1.517 1.351 -0.61
C 0.2249 -0.5837 -0.6760 -0.919 -1.647 0.660 -0.41
C -2.6452 0.6315 -0.9126 -0.886 2.232 1.455 -0.15
C 1.3698 -0.0914 1.6146 0.378 -1.959 -1.884 -0.55
C -0.2204 0.7979 -1.0960 1.334 1.528 1.685 -0.56
H 1.3977 -0.5857 2.5861 -0.278 1.098 0.393 0.34
H 0.5618 -1.9845 0.9632 0.419 -0.584 -0.451 0.40
H 1.1978 -0.9350 -1.0487 -0.238 0.757 -0.739 0.37
H 0.4632 1.5700 -0.6898 -0.214 -0.219 -0.278 0.32
H 2.8608 0.3260 0.3995 0.197 -0.225 0.287 0.32
H -0.2801 0.9771 -2.1793 -0.409 -0.022 0.323 0.37
H -3.4708 1.1657 -0.4041 -0.406 -0.728 -0.297 0.31
H 1.0673 0.9434 1.4613 0.147 0.250 1.081 0.30
H -0.5752 -0.8275 1.3982 -0.396 0.182 -0.498 0.36
H -2.8401 -0.0225 -1.7796 0.445 -0.045 0.416 0.32
H -0.5812 -1.2087 -1.0789 0.469 -0.476 -0.196 0.25


Record 3
19
Properties=species:S:1:pos:R:3:forces:R:3:mulliken_charge:R:1 method="wB97M-V/def2-TZVPD" relative_energy_kcal_mol=66.40 charge=-1 s2=0.7638 multiplicity=2 lumo_energy_ev="3.963 / 1.687" gap_ev="7.25 / 4.84"
O -0.8936 2.0079 0.4054 -0.127 0.101 0.180 -0.95
O -1.0542 -2.5414 -0.8208 0.248 0.217 0.443 -0.51
N 0.6763 -1.7166 0.4820 0.376 0.551 0.542 -0.48
C -0.1494 -0.7498 1.1049 0.329 0.297 -0.229 0.62
C 0.6976 1.3177 -1.8421 -0.759 -0.789 -0.310 -0.23
C 0.1388 -2.3851 -0.5545 -1.044 -1.014 -1.210 0.09
C 0.4929 -0.0552 2.2850 0.903 -0.107 -0.032 -1.22
C -0.4391 0.6199 -2.0151 0.572 1.175 -1.061 -0.82
H 0.8392 -2.9138 -1.2291 0.348 0.310 0.351 0.40
H 1.2560 0.6313 1.9189 -0.324 0.398 -0.221 0.28
H 1.3824 1.4413 -2.6791 0.623 -0.552 0.467 0.28
H -0.2646 0.5175 2.8104 0.144 0.038 0.188 0.29
H -1.2821 1.0062 -1.4504 0.018 -1.034 0.820 0.34
H -1.1554 -1.1354 1.3077 -0.043 -0.053 -0.128 0.30
H -1.2716 2.8301 0.7324 0.022 -0.065 0.126 0.04
H 0.8034 1.7604 -0.8578 0.001 0.865 -0.349 0.18
H 1.1143 -0.6959 2.9230 -0.698 -0.409 0.242 0.39
H -0.5607 -0.0207 -2.8871 -0.249 0.251 -0.132 0.32
H -0.3306 0.0815 0.3665 -0.341 -0.180 0.312 -0.32